8
Properties=species:S:1:pos:R:3:forces:R:3 method="wB97M-V/def2-TZVPD" homo_lumo_gap_ev=7.46 relative_energy_kcal_mol=59.6 max_force_ev_per_a=6.52 homo_ha=-0.3687
C -1.1941 -0.2934 1.4498 2.6 1.6 -5.7
C 1.0405 -0.1769 -0.5738 1.6 -0.1 1.2
C -0.3349 0.3275 -0.4511 -1.9 0.1 1.1
N -1.6688 -0.7065 2.3916 -1.0 -0.8 2.1
S 2.3591 0.7531 -0.6862 -0.4 -0.7 -0.2
Cl 1.1140 -1.8700 -0.3972 0.0 -0.6 -0.2
Cl -0.3297 2.0401 -0.4567 -1.0 0.3 0.2
H -0.9862 -0.0737 -1.2765 0.1 0.1 1.5

12
Properties=species:S:1:pos:R:3:forces:R:3 method="wB97M-V/def2-TZVPD" homo_lumo_gap_ev=9.25 relative_energy_kcal_mol=20.2 max_force_ev_per_a=4.49 smiles=Cc1cnc[nH]1 homo_ha=-0.3090
C -0.4523 1.0384 1.2577 -1.5 0.9 1.6
C -0.1807 0.1047 0.1189 -0.5 -0.1 1.1
C -1.0408 -0.8057 -0.5197 4.1 1.8 -0.3
N -0.2665 -1.4347 -1.5040 0.6 1.2 0.2
C 0.9617 -0.8634 -1.4262 -2.9 -3.0 -0.1
N 1.0988 -0.0607 -0.3925 -2.5 0.7 0.2
H -1.6083 1.2685 1.2082 2.3 -0.2 0.2
H 0.1312 2.0547 1.2924 -1.1 -2.0 -0.4
H -0.2957 0.5244 2.2832 -0.1 0.8 -1.6
H -2.0718 -0.9082 -0.2868 -0.6 -0.4 -0.3
H 1.7780 -1.2688 -1.9150 1.4 -0.5 -1.2
H 1.9465 0.3509 -0.1163 0.7 0.8 0.5

91
Properties=species:S:1:pos:R:3:forces:R:3 method="wB97M-V/def2-TZVPD" homo_lumo_gap_ev=9.05 relative_energy_kcal_mol=0.0 max_force_ev_per_a=3.56 smiles="CC(C)COC(=O)OCCCS.C[N+](=O)[O-].C[N+](=O)[O-].C[N+](=O)[O-].C[N+](=O)[O-].C[N+](=O)[O-].C[N+](=O)[O-].C[N+](=O)[O-].C[N+](=O)[O-].C[N+](=O)[O-]" homo_ha=-0.3413
C 3.1107 -2.7123 2.0186 -0.4 0.0 0.0
C 1.7532 -3.2327 1.5028 0.0 0.4 0.6
C 1.1941 -2.4216 0.3471 0.1 0.1 -0.2
C 0.7779 -3.4125 2.6943 0.3 -0.8 -0.7
O -0.4115 -2.5986 2.6363 -0.1 -1.3 -0.3
C -0.2211 -1.3644 3.0032 -2.0 0.4 -0.7
O 0.7722 -0.9175 3.4217 3.0 1.0 1.6
O -1.3061 -0.5872 2.8556 -0.2 0.4 -0.8
C -1.9607 -0.8060 1.5968 -1.6 -0.9 -0.1
C -3.1495 -1.7843 1.7620 1.0 0.0 -0.5
C -3.1363 -2.8030 0.6269 -0.4 -0.5 1.3
S -4.5370 -3.9734 0.7906 -0.5 0.0 -0.7
H 3.0066 -2.1646 2.9492 -0.1 0.2 0.1
H 3.7426 -3.5678 2.2175 0.4 0.0 0.0
H 3.5887 -2.0440 1.3151 0.2 0.0 -0.3
H 1.9415 -4.2296 1.1238 0.0 -0.3 -0.1
H 1.9772 -2.3516 -0.4029 -0.3 0.1 0.1
H 0.3295 -2.8804 -0.1328 -0.1 -0.2 0.1
H 0.9181 -1.4045 0.6048 0.1 0.0 0.2
H 1.3022 -3.2646 3.6244 0.0 0.3 0.3
H 0.4300 -4.4350 2.6980 -0.5 -0.2 0.0
H -2.3470 0.1129 1.1872 0.2 0.6 0.3
H -1.2872 -1.2058 0.8499 0.4 0.0 0.1
H -2.9773 -2.3377 2.6739 -0.2 0.0 0.4
H -4.0924 -1.2555 1.8143 -0.2 0.0 0.1
H -3.1885 -2.3328 -0.3426 -0.3 -0.1 -0.4
H -2.2378 -3.3997 0.6970 0.4 0.1 -0.2
H -4.2981 -4.6052 1.9548 0.4 0.4 -0.1
C 1.2733 1.3027 5.2085 0.1 0.0 0.2
N 2.0155 2.5612 5.5002 0.0 -0.1 0.1
O 3.0627 2.4752 6.1092 -0.1 0.1 -0.1
O 1.5171 3.5956 5.0985 0.1 -0.1 0.0
H 1.8313 0.4688 5.6152 0.1 0.0 0.0
H 0.2958 1.3839 5.6750 0.0 0.1 -0.1
H 1.1826 1.2147 4.1345 -0.1 0.0 0.0
C 0.9536 2.8949 1.4193 -0.1 0.2 0.0
N 0.3700 1.7137 0.7257 -0.1 0.2 0.1
O -0.7884 1.7928 0.3469 0.2 0.0 -0.1
O 1.0831 0.7431 0.5791 -0.2 0.3 -0.1
H 0.2006 3.6725 1.4692 0.0 0.0 0.0
H 1.2526 2.5870 2.4166 0.1 -0.1 -0.1
H 1.8081 3.2202 0.8351 0.0 -0.1 0.0
C 0.3188 3.1239 -3.0080 -0.1 0.0 -0.2
N 0.4915 4.4860 -2.4288 0.0 -0.2 -0.1
O 0.2635 5.4378 -3.1462 0.1 0.0 0.2
O 0.8546 4.5383 -1.2710 0.0 0.1 -0.1
H -0.0073 3.2193 -4.0379 0.0 0.1 0.0
H 1.2808 2.6216 -2.9487 0.0 0.0 0.1
H -0.4268 2.6060 -2.4107 0.1 0.0 0.1
C -0.4838 8.1775 -5.5866 0.1 -0.1 0.2
N -0.6579 7.1754 -6.6762 0.0 0.0 0.1
O -0.4090 6.0149 -6.4136 0.0 0.0 -0.2
O -1.0381 7.5905 -7.7506 0.1 -0.1 0.1
H -0.1444 7.6621 -4.6948 0.0 -0.1 0.0
H 0.2514 8.9015 -5.9247 -0.1 0.0 -0.1
H -1.4474 8.6498 -5.4218 0.0 0.1 -0.1
C 2.4769 3.6080 -6.3093 0.2 0.1 0.0
N 2.3787 2.1584 -5.9718 0.1 0.1 -0.1
O 3.4054 1.5663 -5.7004 -0.2 0.0 0.0
O 1.2676 1.6693 -5.9916 0.1 0.0 0.1
H 3.5175 3.9052 -6.2516 0.0 -0.1 0.0
H 2.0884 3.7354 -7.3151 -0.1 0.0 0.1
H 1.8727 4.1558 -5.5905 -0.1 0.0 -0.1
C -3.7931 3.4605 1.5515 0.1 -0.2 0.1
N -3.1196 4.7500 1.8745 0.0 0.0 0.0
O -2.0676 4.7020 2.4800 -0.1 0.0 -0.1
O -3.6753 5.7631 1.5042 0.1 -0.1 0.1
H -3.1900 2.6456 1.9356 0.1 0.1 0.0
H -4.7724 3.4759 2.0207 0.0 0.1 -0.1
H -3.8790 3.4031 0.4707 -0.1 0.1 0.0
C -5.6784 -6.3354 -2.5504 0.1 -0.1 0.1
N -5.5047 -5.0576 -3.2962 0.1 0.0 0.0
O -4.3765 -4.6242 -3.4182 -0.2 0.0 0.0
O -6.5120 -4.5376 -3.7310 0.1 0.0 0.0
H -4.7046 -6.6798 -2.2231 0.0 0.1 0.0
H -6.3231 -6.1308 -1.7012 -0.1 0.0 -0.1
H -6.1380 -7.0484 -3.2284 -0.1 0.1 0.0
C 3.9776 -1.7651 -3.7061 0.1 0.0 -0.1
N 4.1232 -2.7709 -2.6158 0.0 0.0 0.0
O 4.8048 -3.7483 -2.8344 -0.1 0.1 0.1
O 3.5385 -2.5357 -1.5728 0.5 -0.1 -0.4
H 4.5451 -2.1028 -4.5648 0.0 -0.1 0.0
H 2.9204 -1.6892 -3.9425 0.0 0.1 0.1
H 4.3605 -0.8205 -3.3320 -0.1 0.0 0.0
C 1.4499 -4.8055 6.6894 0.0 0.0 0.2
N 2.6613 -5.2498 5.9441 0.1 0.0 0.0
O 3.6855 -5.4034 6.5745 -0.1 0.0 -0.1
O 2.5320 -5.4263 4.7482 0.0 0.0 0.1
H 1.7110 -4.6891 7.7345 0.1 0.0 0.0
H 1.1306 -3.8604 6.2591 0.0 -0.1 -0.1
H 0.6888 -5.5691 6.5595 0.0 0.0 -0.1

162
Properties=species:S:1:pos:R:3:forces:R:3 method="wB97M-V/def2-TZVPD" homo_lumo_gap_ev=5.25 max_force_ev_per_a=6.31 charge=+1 homo_ha=-0.3395
C -5.9044 -2.0879 2.5539 0.1 0.1 -0.2
O -6.3307 -3.1328 1.7139 0.0 -0.1 0.2
C -5.2359 -3.7724 1.0676 -0.5 0.2 -0.2
C -4.9332 -3.1182 -0.2796 -0.2 -0.2 -0.1
C -3.6568 -3.6213 -0.9862 0.1 0.4 0.2
C -2.5270 -4.0922 -0.0709 0.4 0.0 -0.3
C -1.8792 -2.9409 0.7279 -0.3 -0.3 -0.8
C -0.8569 -2.1903 -0.1540 -0.4 -0.1 0.5
C 0.3683 -1.6309 0.5886 0.7 -0.1 -0.7
C 0.2788 -0.1642 1.0227 -2.0 -0.1 -0.6
C -0.9776 0.0363 1.8870 0.3 -0.3 1.5
C -1.0343 -0.8053 3.1943 -0.1 0.9 0.1
C -2.4624 -1.1940 3.5911 0.3 0.3 0.5
F -2.5309 -2.5345 3.9290 -0.1 -0.1 -0.3
C 0.1308 0.8009 -0.1848 0.3 -0.2 0.1
C 1.1296 0.5214 -1.3298 -0.4 0.7 0.0
C 0.6847 -0.5075 -2.3536 0.0 -0.6 0.4
O 1.4536 -1.3859 -2.6647 0.4 -0.5 0.0
N -0.5934 -0.4635 -2.8734 0.2 1.1 -0.9
C -1.0646 0.9020 -3.2060 -0.1 -0.1 1.0
C -0.7629 -1.3985 -3.9811 -0.1 -0.9 -0.3
C 0.1018 2.2950 0.2378 -0.1 -0.1 -0.8
O -1.2019 2.7849 0.4960 0.1 -0.2 0.6
C 1.0583 2.6984 1.3828 -0.6 0.5 -0.4
O 2.2200 3.2771 0.8198 0.3 -0.5 0.1
C 1.4379 1.5808 2.3741 0.0 1.8 0.0
S 3.0285 2.0194 3.1939 2.5 -1.3 1.5
C 2.9383 3.6917 3.7499 -0.2 0.4 -0.2
O 4.1196 1.7740 2.2881 -0.7 0.5 -1.2
O 3.1863 1.2343 4.3888 -1.3 0.1 0.4
N 1.5449 0.2635 1.7326 1.0 -0.5 0.4
N 2.0090 -0.7326 2.6896 -0.4 0.2 0.3
C 3.0937 -1.2271 2.3662 -0.1 0.1 -0.6
S 4.3709 -1.8105 1.7666 0.4 -0.3 0.3
H -5.4407 -1.2958 1.9495 0.1 0.1 0.2
H -5.1922 -2.4479 3.3046 0.1 0.0 0.0
H -6.7591 -1.6652 3.0762 -0.1 -0.1 -0.1
H -4.3855 -3.7629 1.7541 0.1 -0.2 -0.1
H -5.5796 -4.7893 0.8747 0.3 -0.2 0.2
H -4.9638 -2.0298 -0.1864 0.3 0.0 0.1
H -5.7770 -3.3620 -0.9272 -0.1 0.2 0.0
H -3.9060 -4.3952 -1.7117 0.0 -0.1 0.1
H -3.2573 -2.7895 -1.5775 0.0 -0.1 -0.1
H -1.7548 -4.5181 -0.7193 0.0 -0.1 0.1
H -2.8251 -4.9058 0.5897 -0.2 0.1 0.0
H -2.6999 -2.2568 0.9562 0.1 0.0 0.6
H -1.4385 -3.3499 1.6353 0.0 0.2 0.1
H -1.4124 -1.4251 -0.6922 0.2 0.1 -0.2
H -0.4917 -2.8896 -0.9062 0.1 0.1 0.0
H 0.5819 -2.3024 1.4171 0.0 0.2 0.2
H 1.2210 -1.7310 -0.0930 0.1 0.0 0.1
H -1.8768 -0.1826 1.3152 0.3 -0.1 -0.5
H -1.0978 1.0729 2.2004 0.0 0.1 -0.3
H -0.3582 -1.6533 3.2041 -0.2 -0.2 -0.1
H -0.6845 -0.1424 3.9903 0.3 -0.2 0.1
H -3.1892 -0.9377 2.8188 0.0 -0.4 -0.1
H -2.7498 -0.6462 4.4900 -0.1 0.0 0.0
H -0.8638 0.5896 -0.5717 0.0 0.0 0.0
H 1.2871 1.4523 -1.8816 0.1 0.0 0.1
H 2.1218 0.2136 -0.9993 0.0 -0.1 0.0
H -1.7434 0.8771 -4.0489 0.1 0.0 -0.1
H -1.6233 1.3237 -2.3647 -0.1 0.0 -0.1
H -0.2212 1.5690 -3.3820 -0.1 0.1 -0.4
H 0.0151 -1.3055 -4.7427 0.1 0.2 0.1
H -1.7281 -1.2892 -4.4673 -0.1 0.3 0.2
H -0.7070 -2.4285 -3.6325 0.1 0.0 0.2
H 0.4596 2.8396 -0.6417 0.2 0.0 0.1
H -1.7327 2.6467 -0.2956 -0.1 0.1 0.0
H 0.5416 3.4638 1.9718 -0.2 -0.1 0.1
H 1.9588 4.0580 0.3195 0.0 0.0 0.0
H 0.7034 1.6169 3.1731 0.0 -0.7 0.0
H 2.7633 4.3976 2.9456 -0.1 0.0 0.0
H 3.9223 3.8844 4.1784 0.1 -0.3 -0.1
H 2.2315 3.7802 4.5725 -0.2 -0.1 -0.2
H 2.3047 0.3446 1.0380 -0.2 0.2 -0.2
O 4.9530 -8.2192 -1.0710 1.2 0.0 3.4
P 5.9151 -7.0802 -1.1880 -0.4 1.9 -6.0
N 4.8073 -5.7791 -1.4603 -0.2 -0.3 -0.4
C 4.7325 -4.7817 -2.5037 0.3 0.3 0.1
C 3.8711 -5.5263 -0.3858 0.1 -0.2 0.3
N 6.7906 -7.6311 -2.5807 -0.1 0.1 -0.6
C 6.7518 -7.0132 -3.9024 0.1 0.3 0.0
C 6.8256 -9.0900 -2.7211 -0.2 -0.1 0.2
N 7.2489 -6.1345 -0.6358 -0.3 -2.2 3.3
C 7.3856 -6.0590 0.8186 -0.2 0.0 0.0
C 7.7730 -4.9564 -1.2685 -0.2 0.2 -0.5
H 4.9857 -3.7767 -2.1309 0.0 0.0 0.0
H 3.7158 -4.7288 -2.9100 0.0 0.0 0.1
H 5.3891 -4.9864 -3.3422 0.1 0.0 0.1
H 4.3092 -4.8761 0.3900 -0.2 0.1 0.0
H 3.5565 -6.4564 0.0912 0.1 0.0 0.0
H 2.9627 -5.0447 -0.7576 0.1 0.0 -0.1
H 5.7638 -6.6313 -4.1725 0.0 -0.1 -0.1
H 7.0146 -7.7404 -4.6695 0.0 -0.2 0.1
H 7.4980 -6.2195 -4.0067 -0.2 0.2 0.0
H 5.9252 -9.4846 -3.2049 0.0 0.0 0.0
H 6.9237 -9.5771 -1.7538 0.0 0.0 0.0
H 7.6958 -9.3759 -3.3139 0.0 0.2 0.0
H 6.7447 -5.2763 1.2568 0.1 0.0 0.0
H 8.4200 -5.8528 1.1022 0.0 0.0 -0.1
H 7.1112 -7.0099 1.2816 0.0 0.0 0.0
H 7.3546 -4.0359 -0.8342 -0.1 -0.1 0.0
H 7.6029 -4.9195 -2.3406 -0.1 -0.2 0.0
H 8.8569 -4.9333 -1.1248 0.0 0.0 0.1
O 2.1156 8.0865 6.4139 -0.4 3.2 1.4
P 1.0250 7.7598 7.3845 -1.1 -6.0 -0.7
N 1.8534 6.6743 8.4354 0.1 -0.3 -0.5
C 1.5477 5.3281 8.8656 -0.3 0.0 0.3
C 2.9816 7.2448 9.1552 0.0 0.4 -0.1
N -0.0777 7.0174 6.2492 -0.2 -0.6 -0.3
C -0.4212 5.6060 6.2136 0.0 -0.2 0.3
C 0.0456 7.5251 4.8839 0.2 0.2 0.0
N -0.2524 8.1996 8.4427 1.3 3.7 -0.6
C -0.0519 9.4677 9.1515 0.2 0.0 0.1
C -1.0681 7.2970 9.2099 0.0 -0.6 0.0
H 1.2626 5.2913 9.9264 0.0 0.0 0.0
H 2.4238 4.6804 8.7432 0.0 0.1 0.0
H 0.7424 4.8675 8.3026 0.0 0.2 0.1
H 2.6654 7.7537 10.0760 0.1 -0.1 0.1
H 3.5169 7.9668 8.5365 -0.1 0.0 0.0
H 3.7019 6.4713 9.4275 -0.1 -0.1 0.0
H 0.4313 4.9614 6.4560 -0.1 -0.1 -0.1
H -0.7572 5.3031 5.2199 0.1 0.3 -0.1
H -1.2695 5.3673 6.8620 0.2 -0.1 0.2
H 0.8572 7.0357 4.3267 0.0 0.1 0.0
H 0.2382 8.5947 4.8754 0.1 0.0 0.0
H -0.8930 7.3642 4.3492 0.0 -0.1 0.1
H 0.5583 9.3445 10.0574 -0.1 0.0 0.0
H -1.0094 9.9064 9.4393 0.0 -0.1 0.0
H 0.4513 10.1929 8.5074 0.0 0.0 0.0
H -0.6908 7.1734 10.2338 0.1 0.0 -0.1
H -1.1610 6.3064 8.7733 0.1 0.0 -0.1
H -2.0802 7.7065 9.2707 0.0 0.1 0.0
O -4.8195 2.2108 -6.2598 -1.7 2.2 -2.2
P -4.7109 1.3745 -7.4969 3.1 -5.1 1.7
N -5.6591 0.0110 -7.0380 0.4 0.0 0.5
C -5.3645 -1.4046 -7.0180 0.0 -0.2 -0.4
C -7.0607 0.2905 -6.7680 -0.1 0.4 -0.1
N -2.9807 1.1370 -7.4634 0.4 -0.4 0.3
C -2.3126 -0.1309 -7.2025 -0.1 -0.2 -0.2
C -2.2488 2.2258 -6.8214 -0.2 0.2 0.0
N -4.7774 1.1581 -9.1984 -1.5 3.7 0.0
C -5.7879 1.9722 -9.8813 -0.2 0.0 0.1
C -4.5294 -0.0684 -9.9083 0.2 -0.5 0.2
H -5.9226 -1.9504 -7.7916 0.0 0.0 0.0
H -5.6434 -1.8383 -6.0504 0.0 0.1 0.0
H -4.3131 -1.6286 -7.1650 -0.1 0.1 -0.1
H -7.6638 0.2880 -7.6863 -0.1 -0.1 0.1
H -7.1813 1.2625 -6.2870 0.1 0.0 0.0
H -7.4818 -0.4505 -6.0860 0.1 -0.1 0.0
H -2.8319 -0.7376 -6.4544 0.1 0.0 0.0
H -1.3021 0.0223 -6.8197 0.0 0.3 0.0
H -2.1614 -0.7088 -8.1187 -0.2 -0.2 0.1
H -2.2262 2.1305 -5.7283 0.0 0.1 0.0
H -2.6898 3.1910 -7.0573 0.0 0.0 0.0
H -1.2216 2.2434 -7.1922 0.0 -0.1 -0.1
H -6.7828 1.5052 -9.8567 0.0 0.0 -0.1
H -5.5120 2.1376 -10.9246 0.1 -0.1 0.0
H -5.8704 2.9558 -9.4124 0.0 0.0 0.0
H -5.4589 -0.6118 -10.1245 0.0 0.0 0.1
H -3.8636 -0.7521 -9.3892 0.0 0.1 0.2
H -4.0490 0.1706 -10.8609 0.0 0.1 0.0